A molecular structure, C36H47N7O3S3W. Source: the Open Molecules 2025 dataset; level of theory: ωB97M-V with the def2-TZVPD basis set.

Cartesian coordinates (Å):
W 0.491 0.280 -0.345
C 3.568 3.370 0.613
C 2.536 2.291 0.617
N 1.925 1.884 -0.461
O 2.234 2.453 -1.683
C 2.146 1.614 1.831
C 2.729 1.830 3.184
N 1.222 0.699 1.623
O 0.786 -0.057 2.548
H 4.260 3.279 -0.227
H 4.167 3.326 1.517
H 3.096 4.355 0.581
H 2.804 3.221 -1.527
H 3.795 2.043 3.136
H 2.581 0.929 3.776
H 2.243 2.654 3.710
O 1.125 -0.674 -2.032
N 0.528 -1.815 -2.460
C 1.175 -2.464 -3.456
C 0.642 -3.604 -3.984
C -0.572 -4.079 -3.470
C -1.197 -3.401 -2.454
C -0.630 -2.236 -1.917
S -1.343 -1.346 -0.622
H 2.101 -2.001 -3.762
H 1.166 -4.113 -4.779
H -1.016 -4.979 -3.870
H -2.130 -3.746 -2.035
C -2.456 3.582 -6.091
C -1.940 4.350 -4.868
C -0.764 5.247 -5.278
C -3.066 5.223 -4.319
C -1.434 3.357 -3.833
C -0.487 2.391 -4.168
C -0.004 1.521 -3.219
N -0.433 1.522 -1.943
C -1.355 2.442 -1.605
C -1.851 3.368 -2.508
C -1.814 2.359 -0.212
C -2.905 3.071 0.249
C -3.368 2.906 1.550
C -2.675 1.984 2.327
C -1.590 1.307 1.821
N -1.131 1.490 0.566
C -4.574 3.643 2.108
C -5.641 2.605 2.479
C -4.139 4.413 3.362
C -5.161 4.626 1.097
H -2.856 4.288 -6.818
H -3.255 2.890 -5.822
H -1.668 3.019 -6.589
H -1.094 5.959 -6.034
H 0.057 4.669 -5.702
H -0.384 5.814 -4.427
H -3.420 5.889 -5.105
H -2.730 5.853 -3.494
H -3.920 4.632 -3.984
H -0.096 2.316 -5.172
H 0.762 0.802 -3.460
H -2.571 4.095 -2.176
H -3.416 3.740 -0.421
H -2.979 1.760 3.339
H -1.047 0.590 2.418
H -5.284 1.905 3.234
H -5.959 2.033 1.607
H -6.515 3.114 2.886
H -3.769 3.751 4.143
H -4.993 4.954 3.768
H -3.360 5.141 3.132
H -5.530 4.123 0.202
H -4.438 5.388 0.801
H -6.008 5.143 1.546
N 0.509 -2.767 1.642
C 1.681 -2.375 1.141
N 1.890 -1.368 0.304
C 3.255 -1.308 -0.067
C 3.852 -0.433 -0.970
C 5.215 -0.529 -1.199
C 5.999 -1.487 -0.557
C 5.414 -2.382 0.318
C 4.049 -2.277 0.543
S 3.086 -3.299 1.565
H -0.285 -2.143 1.674
H 0.513 -3.484 2.347
H 3.286 0.302 -1.523
H 5.674 0.147 -1.907
H 7.060 -1.541 -0.752
H 6.003 -3.141 0.813
C -2.616 -1.983 4.493
S -2.731 -1.715 2.717
C -3.760 -3.112 2.244
H -3.587 -1.883 4.972
H -1.945 -1.229 4.899
H -2.201 -2.965 4.715
H -3.293 -4.056 2.520
H -3.873 -3.077 1.162
H -4.746 -3.047 2.699

Calculated values
Kohn-Sham gap (spin up / spin down) = 7.462 / 6.490 eV
Spin multiplicity = 3
Total charge = +2
Highest occupied orbital energy (spin up / spin down) = -12.8002 / -12.8957 eV
Relative energy (zero: lowest compared OMol25 entry of this formula, charge and spin) = 0.334 eV